The following is a DFT calculation (ωB97M-V with the def2-TZVPD basis set) of the molecule C4H12N2S.

Last column: natural (NBO) charge in e.
Cartesian coordinates (Å):
N1 1.79356 1.54015 -0.14087  -0.843
C1 1.01365 0.55017 -0.87325  -0.228
C2 -0.40701 0.45088 -0.29767  -0.070
N2 -1.35517 1.33914 -1.01844  -0.828
C3 -0.96355 -0.96794 -0.28697  -0.416
C4 -0.43436 -1.79452 0.86236  -0.520
S1 -1.03869 -1.20201 2.47448  -0.051
H1 2.24506 1.11024 0.65416  0.356
H2 2.50291 1.96781 -0.71979  0.362
H3 1.48585 -0.44219 -0.91439  0.167
H4 0.92246 0.82576 -1.93070  0.193
H5 -0.29554 0.76949 0.71703  0.184
H6 -0.83925 2.13053 -1.40064  0.352
H7 -1.90888 1.78928 -0.29133  0.355
H8 -2.05010 -0.94065 -0.20407  0.216
H9 -0.71991 -1.43257 -1.24483  0.210
H10 -0.76188 -2.83419 0.77170  0.220
H11 0.65275 -1.90300 0.82422  0.216
H12 0.15809 -0.95637 3.01898  0.124

Computed properties:
ΔE to the lowest compared entry with this formula, charge and spin = 21.9 kJ/mol
HOMO-LUMO gap = 9.74 eV
max |F| = 0.0204 Eh/bohr
molar mass = 120.221 u
multiplicity = 1